Formula: C34H37AsN5O5S2Y
Source: the Open Molecules 2025 dataset
Level of theory: ωB97M-V/def2-TZVPD

Last column: Löwdin charge in e.
CARTESIAN COORDINATES (ANGSTROEM)
1 Y 0.90650 -0.00335 0.32650  1.367
2 C -0.44473 2.10798 4.39769  -0.098
3 O 0.76434 2.84449 4.33157  -0.114
4 C 1.05688 3.49046 3.14347  -0.215
5 C 1.59066 4.75512 3.28248  -0.013
6 C 1.95459 5.51943 2.17797  -0.097
7 C 1.78997 4.98416 0.92337  -0.053
8 C 1.28959 3.68723 0.75642  -0.142
9 C 1.13610 3.20142 -0.58793  -0.062
10 N 0.92534 1.97768 -0.90932  -0.080
11 N 0.63125 1.81278 -2.25612  0.071
12 C -0.05575 0.73103 -2.47144  -0.474
13 O -0.39251 -0.11882 -1.55102  -0.205
14 C -0.57736 0.55681 -3.85700  -0.131
15 C -0.64322 1.64070 -4.73158  -0.028
16 C -1.22921 1.49175 -5.97777  -0.086
17 C -1.73844 0.26184 -6.37306  -0.098
18 C -1.66126 -0.82245 -5.51292  -0.083
19 C -1.08756 -0.67253 -4.25994  -0.021
20 C 0.88222 2.89119 1.86428  -0.297
21 O 0.35516 1.70906 1.70313  -0.216
22 H -0.57993 1.84422 5.44747  0.095
23 H -1.28783 2.72480 4.06399  0.099
24 H -0.39700 1.20612 3.78975  0.049
25 H 1.71692 5.13774 4.28785  0.117
26 H 2.34833 6.51765 2.31200  0.098
27 H 2.06885 5.54810 0.04115  0.110
28 H 1.14112 3.92947 -1.39937  0.131
29 H -0.24265 2.59308 -4.41674  0.105
30 H -1.29715 2.34356 -6.64288  0.100
31 H -2.19798 0.15666 -7.34790  0.098
32 H -2.05486 -1.78540 -5.81580  0.099
33 H -1.03693 -1.50343 -3.57444  0.086
34 C 5.46627 -0.17225 -3.24665  -0.441
35 S 5.12727 1.24439 -2.16894  0.834
36 C 3.93697 0.58395 -1.06015  -1.120
37 S 2.99722 -0.79089 -1.46299  0.569
38 N 3.91956 1.23686 0.07793  -0.093
39 N 3.08270 0.69744 0.99250  -0.140
40 C 3.24362 1.00730 2.22518  -0.066
41 C 2.51733 0.19677 3.19565  -0.255
42 C 2.51854 0.46316 4.56194  -0.016
43 C 1.91269 -0.43610 5.41928  -0.056
44 C 1.33992 -1.58468 4.89202  -0.060
45 C 1.36609 -1.76210 3.51722  -0.139
46 N 1.92475 -0.89678 2.68288  0.071
47 H 6.43259 0.02631 -3.70533  0.025
48 H 4.69297 -0.27313 -4.00295  0.025
49 H 5.51410 -1.07435 -2.64376  0.010
50 H 3.94872 1.77366 2.53714  0.141
51 H 2.97924 1.36680 4.93420  0.121
52 H 1.89487 -0.25077 6.48544  0.112
53 H 0.88964 -2.33162 5.53173  0.102
54 H 0.92872 -2.64177 3.06045  0.113
55 C 0.80763 -3.75276 -2.34148  0.002
56 C -0.19362 -3.11050 -1.42030  -0.378
57 O 0.17798 -2.50795 -0.43165  -0.008
58 C -1.63195 -3.25522 -1.80661  -0.167
59 C -2.09677 -4.28443 -2.62415  -0.023
60 C -3.42749 -4.32157 -3.00863  -0.071
61 C -4.30356 -3.32452 -2.60573  -0.070
62 C -3.84829 -2.29235 -1.79804  -0.062
63 C -2.52639 -2.27281 -1.39255  -0.067
64 H 1.81080 -3.44165 -2.05869  0.060
65 H 0.61349 -3.45755 -3.37319  0.095
66 H 0.72803 -4.83988 -2.27102  0.091
67 H -1.42960 -5.06817 -2.95963  0.111
68 H -3.78738 -5.12746 -3.63496  0.105
69 H -5.33657 -3.34908 -2.92788  0.106
70 H -4.52458 -1.50437 -1.48875  0.107
71 H -2.12663 -1.45914 -0.81449  0.063
72 C -3.04907 0.70875 0.88578  -0.168
73 As -2.24270 -0.69940 1.94395  1.045
74 C -3.10958 -2.43895 1.76679  -0.179
75 C -2.66449 -0.31520 3.80628  -0.189
76 O -0.63177 -0.90392 1.73289  -0.577
77 H -4.12570 0.72191 1.04843  0.044
78 H -2.82435 0.57969 -0.17195  0.031
79 H -2.59740 1.64080 1.22600  0.043
80 H -4.12803 -2.35791 1.39384  0.042
81 H -3.11069 -2.87610 2.76449  0.036
82 H -2.50283 -3.05060 1.10556  0.027
83 H -3.59092 -0.81860 4.07634  0.038
84 H -2.75133 0.75288 3.99098  0.027
85 H -1.84347 -0.71466 4.40168  0.039

energy above the lowest of the compared OMol25 structures with the same formula, charge and spin = 33.2 kcal per mole
frontier orbital gap = 7.036 eV
LUMO level = -0.1185 eV

Formula: C34H39CuN5O4P2
Source: the Open Molecules 2025 dataset
Level of theory: ωB97M-V/def2-TZVPD

Last column: Löwdin spin population.
CARTESIAN COORDINATES (ANGSTROEM)
1 Cu -0.60673 -0.18627 -0.27604  0.392
2 C 1.55578 -0.25391 -1.66429  0.031
3 C 0.32629 0.14928 -2.14817  -0.009
4 C -0.47840 -0.60726 -3.19532  -0.001
5 C -1.62135 -1.48638 -2.62677  -0.006
6 C -1.36170 -1.97532 -1.21762  -0.003
7 C -0.16920 -2.50883 -0.77558  0.117
8 C 1.01995 -2.75785 -1.63697  0.015
9 C 2.09532 -1.62815 -1.56187  0.011
10 C -1.49493 -0.58338 1.42869  0.304
11 H 2.25198 0.51971 -1.33938  0.002
12 H 0.08559 1.22922 -2.11678  0.000
13 H 0.18193 -1.19703 -3.85213  0.000
14 H -0.93049 0.16598 -3.84193  0.000
15 H -2.54504 -0.87990 -2.63388  0.000
16 H -1.82979 -2.33140 -3.31059  -0.002
17 H -2.24519 -2.11131 -0.58551  0.003
18 H -0.09931 -2.82712 0.27190  0.003
19 H 0.72858 -2.90107 -2.68872  0.002
20 H 1.49233 -3.69963 -1.30820  0.002
21 H 2.62293 -1.71169 -0.59453  0.001
22 H 2.87059 -1.81138 -2.32801  0.001
23 H -0.71312 -1.05231 2.05848  0.016
24 H -2.38951 -1.22352 1.30547  0.021
25 H -1.75153 0.44385 1.75259  0.023
26 P -4.83593 -3.79450 -5.29052  0.000
27 P -3.40925 -1.20365 -6.98867  0.000
28 N -4.41802 -5.46005 -4.87566  0.000
29 N -6.62927 -4.15727 -5.47505  0.000
30 N -1.80905 -1.83475 -7.39166  0.000
31 N -3.46852 -0.00392 -8.31187  0.000
32 C -4.44388 -3.90146 -7.10583  0.000
33 C -4.37339 -2.54617 -7.84948  0.000
34 C -3.60476 -5.78259 -3.76872  0.000
35 C -3.45775 -7.16494 -3.70623  0.000
36 C -4.19551 -7.72217 -4.80661  0.000
37 C -4.72819 -6.65795 -5.52784  0.000
38 C -7.62896 -3.43122 -4.81360  0.000
39 C -8.87727 -3.86456 -5.25474  0.000
40 C -8.65106 -4.91343 -6.20204  0.000
41 C -7.27439 -5.03271 -6.35114  0.000
42 C -0.79015 -1.91659 -6.43203  0.000
43 C 0.28327 -2.62284 -6.96514  0.000
44 C -0.07511 -2.97947 -8.30666  0.000
45 C -1.36739 -2.52251 -8.52260  0.000
46 C -3.01234 -0.06961 -9.63442  0.000
47 C -3.50404 1.02124 -10.33745  0.000
48 C -4.29711 1.79413 -9.42524  0.000
49 C -4.26835 1.15072 -8.19756  0.000
50 H -5.20227 -4.51121 -7.62112  0.000
51 H -3.48984 -4.44951 -7.18371  0.000
52 H -3.96738 -2.72326 -8.85988  0.000
53 H -5.38730 -2.13155 -7.99293  0.000
54 H -3.19861 -4.99521 -3.14785  0.000
55 H -2.88904 -7.72492 -2.97371  0.000
56 H -4.33297 -8.76771 -5.04064  0.000
57 H -5.28582 -6.67648 -6.44910  0.000
58 H -7.36558 -2.67177 -4.09089  0.000
59 H -9.84281 -3.47746 -4.95901  0.000
60 H -9.38372 -5.52149 -6.71322  0.000
61 H -6.72822 -5.65513 -7.04281  0.000
62 H -0.92552 -1.44801 -5.47068  0.000
63 H 1.20801 -2.86864 -6.45839  0.000
64 H 0.53070 -3.49781 -9.03669  0.000
65 H -1.99802 -2.63734 -9.39192  0.000
66 H -2.36918 -0.85834 -9.97913  0.000
67 H -3.32251 1.22653 -11.37852  0.000
68 H -4.82424 2.70527 -9.65805  0.000
69 H -4.74332 1.38927 -7.25662  0.000
70 O -0.64841 2.70433 1.28832  0.005
71 C 0.39633 2.03289 1.30269  0.004
72 O 0.74503 1.04258 0.54757  0.067
73 C 1.42423 2.35447 2.39636  0.004
74 C 2.81470 2.14679 2.23057  0.000
75 C 3.70398 2.38405 3.27613  0.000
76 C 3.21673 2.81787 4.53052  0.000
77 C 1.83283 3.03904 4.70988  0.000
78 C 0.95981 2.83092 3.64151  0.000
79 N 4.06552 2.85615 5.66809  0.000
80 O 5.27976 2.58485 5.54409  0.000
81 O 3.54389 3.12293 6.77712  0.000
82 H 3.19976 1.76460 1.28329  0.000
83 H 4.77371 2.23747 3.14937  0.000
84 H 1.44236 3.38264 5.66843  0.000
85 H -0.11298 2.99954 3.77136  0.000

energy above the lowest of the compared OMol25 structures with the same formula, charge and spin = 0.0 kcal per mole
frontier orbital gap (alpha / beta) = 7.550 / 7.547 eV
LUMO level (alpha / beta) = -0.5321 / -1.0104 eV
multiplicity = 2